# 1
{
  "formula": "C32H25AsN2O6PbS4Si",
  "method": "ωB97M-V with the def2-TZVPD basis set",
  "e_homo_ev": -8.28,
  "elements": ["Pb", "O", "As", "O", "O", "C", "C", "C", "C", "C", "C", "S", "O", "O", "O", "H", "H", "H", "H", "H", "C", "C", "C", "C", "C", "C", "Si", "C", "C", "C", "C", "C", "C", "C", "C", "C", "C", "C", "C", "H", "H", "H", "H", "H", "H", "H", "H", "H", "H", "H", "H", "H", "H", "H", "S", "C", "S", "C", "N", "N", "C", "C", "C", "C", "C", "C", "S", "H", "H", "H", "H", "H"],
  "xyz": [[0.357, -0.479, -2.583], [0.994, 0.963, 2.375], [0.315, -0.157, 1.225], [0.162, -1.583, 2.002], [1.419, -0.440, -0.161], [-1.365, 0.309, 0.406], [-2.250, -0.651, 0.684], [-3.560, -0.845, -0.004], [-3.801, 0.701, -1.433], [-2.631, 1.618, -1.327], [-1.572, 1.421, -0.546], [-0.166, 2.444, -0.904], [0.720, 2.251, 0.230], [-0.567, 3.777, -1.224], [0.376, 1.738, -2.128], [1.024, 0.420, 3.181], [-1.927, -1.445, 1.350], [-4.092, -1.701, 0.402], [-4.525, 1.064, -2.160], [-2.609, 2.475, -1.991], [4.690, -3.549, 3.100], [3.937, -2.453, 3.497], [3.464, -1.561, 2.548], [3.721, -1.743, 1.185], [4.489, -2.849, 0.809], [4.970, -3.744, 1.756], [3.134, -0.530, -0.091], [3.882, 1.134, 0.161], [4.753, 1.377, 1.225], [5.340, 2.624, 1.392], [5.066, 3.643, 0.492], [4.207, 3.418, -0.576], [3.621, 2.174, -0.739], [3.464, -1.216, -1.799], [4.231, -0.556, -2.759], [4.421, -1.106, -4.023], [3.856, -2.331, -4.343], [3.106, -3.018, -3.395], [2.915, -2.463, -2.139], [5.059, -4.249, 3.838], [3.715, -2.295, 4.544], [2.889, -0.705, 2.880], [4.726, -3.017, -0.234], [5.564, -4.592, 1.443], [4.980, 0.586, 1.929], [6.010, 2.799, 2.224], [5.521, 4.616, 0.624], [3.983, 4.215, -1.273], [2.935, 2.020, -1.564], [4.682, 0.401, -2.523], [5.013, -0.575, -4.757], [4.007, -2.757, -5.326], [2.676, -3.983, -3.634], [2.341, -3.016, -1.399], [-7.726, -1.130, -1.675], [-6.183, -0.792, -1.226], [-4.951, -1.602, -2.197], [-3.443, -0.805, -1.560], [-4.402, 0.389, -0.095], [-5.767, 0.024, -0.218], [-6.631, 0.726, 0.683], [-7.725, 0.096, 1.258], [-8.529, 0.798, 2.143], [-8.245, 2.116, 2.465], [-7.138, 2.732, 1.900], [-6.328, 2.042, 1.012], [-2.044, -1.470, -2.459], [-7.948, -0.933, 1.021], [-9.381, 0.299, 2.587], [-8.877, 2.658, 3.156], [-6.895, 3.756, 2.150], [-5.456, 2.517, 0.587]],
  "mulliken_charge": [1.151, -0.564, 1.143, -0.774, 0.636, -0.040, -1.505, -0.205, -0.131, -1.495, -0.302, 1.484, -0.651, -0.742, -0.619, 0.383, 0.634, 0.560, 0.611, 0.513, -0.500, -0.885, 0.303, 0.389, -0.297, -0.745, -0.517, 0.885, -0.478, -0.699, -0.575, -1.035, 0.115, -0.132, -0.324, -0.722, -0.578, -0.702, 0.061, 0.392, 0.413, 0.293, 0.341, 0.409, 0.395, 0.407, 0.384, 0.426, 0.606, 0.423, 0.429, 0.399, 0.436, 0.549, -0.294, 0.282, -0.159, 0.798, -0.160, 0.271, 0.448, -0.586, -0.681, -0.429, -0.738, -0.154, -0.482, 0.416, 0.360, 0.386, 0.372, 0.400]
}

# 2
{
  "formula": "C32H25BrN4O3SSr",
  "method": "ωB97M-V with the def2-TZVPD basis set",
  "total_charge": -2,
  "e_homo_ev": -1.50,
  "elements": ["Sr", "C", "C", "C", "C", "C", "C", "N", "C", "C", "C", "C", "C", "C", "N", "N", "C", "C", "C", "C", "C", "N", "H", "H", "H", "H", "H", "H", "H", "H", "H", "H", "H", "H", "H", "O", "C", "O", "C", "C", "C", "C", "C", "C", "S", "H", "H", "H", "H", "C", "C", "O", "C", "C", "C", "C", "C", "C", "H", "H", "H", "H", "H", "H", "H", "H", "Br"],
  "xyz": [[0.902, 0.880, -0.176], [-5.257, 0.401, -1.544], [-4.687, 1.643, -1.807], [-3.634, 2.121, -1.047], [-3.118, 1.372, 0.022], [-3.685, 0.114, 0.258], [-4.737, -0.364, -0.508], [-2.019, 1.744, 0.784], [-1.918, 2.944, 1.318], [-2.970, 3.934, 1.428], [-2.796, 5.084, 2.137], [-1.585, 5.405, 2.800], [-0.556, 4.504, 2.729], [-0.694, 3.315, 1.998], [0.288, 2.365, 1.910], [1.302, 2.398, 2.650], [2.091, 1.209, 2.513], [3.412, 1.261, 2.922], [4.167, 0.103, 2.861], [3.575, -1.072, 2.436], [2.243, -1.035, 2.051], [1.504, 0.073, 2.094], [-6.070, 0.025, -2.153], [-5.045, 2.236, -2.642], [-3.151, 3.052, -1.311], [-3.259, -0.483, 1.055], [-5.143, -1.348, -0.297], [-3.925, 3.731, 0.963], [-3.627, 5.783, 2.198], [-1.481, 6.337, 3.341], [0.396, 4.685, 3.213], [3.834, 2.210, 3.220], [5.217, 0.134, 3.123], [4.133, -1.993, 2.342], [1.738, -1.926, 1.699], [4.836, 2.092, 0.207], [4.103, 1.531, -0.619], [2.865, 1.760, -0.801], [4.726, 0.492, -1.545], [5.967, 0.844, -2.074], [6.656, 0.032, -2.960], [6.091, -1.191, -3.304], [4.875, -1.565, -2.766], [4.144, -0.751, -1.879], [2.633, -1.420, -1.256], [6.382, 1.792, -1.754], [7.611, 0.343, -3.370], [6.600, -1.861, -3.991], [4.442, -2.525, -3.024], [-0.861, -1.950, -2.333], [-1.099, -2.236, -0.891], [-0.625, -1.546, -0.008], [-1.973, -3.398, -0.471], [-2.319, -4.432, -1.334], [-3.117, -5.479, -0.890], [-3.584, -5.488, 0.415], [-3.239, -4.459, 1.283], [-2.430, -3.424, 0.844], [-1.100, -0.896, -2.513], [-1.434, -2.582, -3.006], [0.213, -2.039, -2.533], [-1.955, -4.427, -2.352], [-3.376, -6.283, -1.568], [-4.217, -6.298, 0.758], [-3.602, -4.465, 2.304], [-2.134, -2.619, 1.503], [-0.526, 1.602, -2.650]],
  "mulliken_charge": [1.666, -0.490, -0.685, 0.066, -0.129, -0.287, -0.429, -0.062, 0.627, -0.726, -0.636, -0.723, -0.491, 0.121, 0.992, -1.362, 0.564, -0.631, -0.190, -0.597, -0.166, -0.449, 0.366, 0.310, 0.539, 0.236, 0.359, 0.376, 0.333, 0.348, 0.410, 0.392, 0.328, 0.379, 0.332, -0.724, 0.231, -0.988, 0.131, -0.615, -0.512, -0.449, -0.654, 0.717, -0.450, 0.373, 0.339, 0.310, 0.340, -0.755, 0.668, -0.323, 0.509, -0.411, -0.710, -0.342, -0.723, -0.175, -0.076, 0.388, 0.200, 0.305, 0.376, 0.374, 0.370, 0.375, -0.791]
}

# 3
{
  "formula": "C32H25ClIN4NiO3",
  "method": "ωB97M-V with the def2-TZVPD basis set",
  "s_squared": 2.005,
  "multiplicity": 3,
  "total_charge": -1,
  "e_homo_ev": [-4.98, -4.98],
  "elements": ["Ni", "C", "C", "C", "C", "C", "C", "C", "C", "N", "C", "O", "C", "C", "C", "C", "C", "N", "C", "O", "N", "C", "C", "C", "C", "C", "C", "C", "C", "H", "H", "H", "H", "H", "H", "H", "H", "H", "H", "H", "H", "H", "H", "H", "H", "H", "H", "H", "H", "H", "Cl", "C", "C", "C", "I", "C", "O", "C", "N", "C", "C", "C", "C", "H", "H", "H", "H"],
  "xyz": [[-0.732, -0.020, 0.596], [1.159, 3.738, 0.260], [-0.210, 3.792, -0.411], [-0.423, 4.564, -1.539], [-1.642, 4.514, -2.194], [-2.661, 3.723, -1.714], [-2.494, 2.948, -0.561], [-3.600, 2.013, -0.127], [-1.243, 2.963, 0.082], [-0.999, 1.988, 1.074], [-0.881, 2.340, 2.359], [-0.900, 3.451, 2.898], [-0.686, 1.100, 3.251], [-0.493, 1.105, 4.657], [-0.329, -0.087, 5.306], [-0.389, -1.267, 4.583], [-0.559, -1.224, 3.202], [-0.711, -0.053, 2.591], [-0.532, -2.421, 2.250], [-0.267, -3.544, 2.726], [-0.767, -2.076, 0.969], [-0.581, -2.966, -0.094], [-1.620, -3.063, -1.042], [-2.960, -2.360, -0.886], [-1.403, -3.800, -2.199], [-0.181, -4.384, -2.476], [0.856, -4.277, -1.572], [0.666, -3.560, -0.377], [1.861, -3.353, 0.523], [1.836, 4.496, -0.167], [1.607, 2.751, 0.123], [1.073, 3.899, 1.326], [0.385, 5.204, -1.889], [-1.773, 5.092, -3.119], [-3.603, 3.659, -2.236], [-4.572, 2.368, -0.508], [-3.637, 1.920, 0.978], [-3.431, 1.007, -0.512], [-0.491, 2.070, 5.153], [-0.197, -0.152, 6.384], [-0.209, -2.213, 5.077], [-3.277, -2.369, 0.175], [-3.673, -2.907, -1.493], [-2.863, -1.322, -1.228], [-2.192, -3.788, -2.936], [-0.074, -4.961, -3.388], [1.814, -4.736, -1.769], [2.792, -3.608, 0.017], [1.787, -3.958, 1.422], [1.946, -2.315, 0.843], [4.789, -0.195, -3.572], [3.159, -0.183, -2.926], [2.062, -0.309, -3.764], [0.754, -0.300, -3.255], [-0.919, -0.485, -4.493], [0.469, -0.120, -1.900], [-0.705, -0.051, -1.387], [1.644, 0.006, -1.052], [1.371, 0.141, 0.272], [2.348, 0.317, 1.140], [3.697, 0.363, 0.747], [4.018, 0.188, -0.569], [2.990, -0.007, -1.546], [2.215, -0.436, -4.844], [2.066, 0.427, 2.177], [4.475, 0.479, 1.485], [5.041, 0.245, -0.899]],
  "lowdin_spin": [1.718, 0.000, 0.003, -0.001, 0.004, 0.000, 0.003, 0.002, 0.000, 0.041, 0.004, 0.004, 0.003, 0.002, -0.002, 0.002, 0.003, 0.051, 0.005, 0.006, 0.042, 0.000, 0.003, 0.002, -0.001, 0.004, -0.001, 0.003, 0.000, 0.000, 0.000, 0.000, 0.000, 0.000, 0.000, 0.000, 0.000, 0.001, 0.001, 0.000, 0.001, 0.000, 0.000, 0.001, 0.000, 0.000, 0.000, 0.000, 0.000, 0.000, 0.000, -0.002, 0.001, 0.000, 0.000, 0.005, 0.040, 0.003, 0.047, 0.001, 0.002, -0.004, 0.001, 0.000, 0.000, 0.000, 0.000]
}

What are the ΔE to the lowest compared entry with this formula, charge and spin values for these records? In order: 2.453; 0.158; 0.000 eV.